Entry 1:
Here is a 2-piece molecular cluster, C2H2BrN3 overall at a distorted geometry from the OMol25 dataset. Energies are from the ωB97M-V functional and the def2-TZVPD basis.

XYZ file:
```
8
Properties=species:S:1:pos:R:3:forces:R:3:nbo_charge:R:1
C -1.05002 1.96945 -2.69663 0.377 0.754 -0.267 0.21
C -0.05830 -0.50727 -1.39499 -1.344 0.309 -0.455 0.12
N -0.43611 2.94769 -3.01488 0.690 0.663 -0.241 -0.24
N -1.76823 1.04488 -2.36881 -0.918 -1.705 0.699 -0.23
N 0.01825 -0.27960 -0.12855 0.454 0.053 0.427 -0.76
Br 1.48923 -0.73495 -2.36599 0.715 -0.027 0.038 0.09
H -0.85130 -0.12454 0.36825 0.088 -0.007 -0.084 0.42
H 0.87874 -0.20939 0.41502 -0.062 -0.040 -0.117 0.39
```
Positions in Å, forces in eV/Å.

## Properties
* LUMO (alpha / beta): -0.0691 / -0.0814 hartree
* molecular weight: 147.96 g mol⁻¹
* HOMO energy (alpha / beta): -8.87 / -8.82 eV
* total energy: -76613.4911 eV
* relative energy (zero: lowest compared OMol25 entry of this formula, charge and spin): 115.8 kcal per mole

---

Entry 2:
Here is a 15-piece molecular cluster, C48H105O16S5 overall at a distorted geometry from the OMol25 dataset. Energies are from the ωB97M-V functional and the def2-TZVPD basis.

XYZ file:
```
174
Properties=species:S:1:pos:R:3:forces:R:3:mulliken_charge:R:1
C -21.27389 13.42573 1.93318 0.313 0.966 -2.475 0.31
C -22.35602 13.37879 0.74011 0.702 -1.689 0.939 -0.13
O -23.03029 14.40457 0.46998 0.758 -0.653 0.085 -0.12
O -22.44667 12.19922 0.25148 -0.209 1.606 -0.098 0.25
H -21.42021 14.42058 2.38199 0.702 -0.347 0.145 0.01
H -20.20238 13.22618 1.47865 -2.118 0.566 1.080 -0.76
H -21.54340 12.63769 2.60724 0.038 -0.431 0.517 0.05
C -24.39162 13.24661 -3.42524 0.027 -0.549 -1.636 -0.13
C -25.22623 14.12873 -4.36861 -1.043 0.222 -0.879 -0.61
C -25.71866 15.22301 -3.44426 0.711 0.508 0.776 -0.60
O -24.85768 15.13423 -2.30566 0.019 1.647 0.064 -0.48
C -24.73473 13.76455 -2.07543 -0.478 -0.678 1.619 0.41
H -23.33035 13.42985 -3.66149 -0.288 -0.318 0.276 0.13
H -24.67298 12.22953 -3.66459 0.382 -0.531 0.442 0.29
H -26.14540 13.67267 -4.81273 0.916 -0.215 0.269 0.27
H -24.63005 14.51011 -5.20144 -0.059 0.044 0.121 0.31
H -26.71722 15.02821 -3.07601 -0.588 -0.145 -0.114 0.33
H -25.68777 16.23537 -3.83734 0.134 0.079 -0.028 0.34
H -25.73476 13.43246 -1.70670 0.357 -0.363 -0.327 -0.02
H -24.02598 13.55820 -1.24867 -0.213 0.294 -0.666 -0.27
C -19.81441 19.10540 0.74873 0.480 1.899 1.503 0.21
C -18.72231 18.20561 1.29618 0.588 -0.360 -0.391 0.86
C -18.59919 18.57351 2.75144 -0.124 0.402 1.229 -0.09
O -19.40288 19.75531 2.99433 0.348 0.566 -1.069 -0.38
C -19.61073 20.36600 1.68803 1.296 -2.472 -0.114 -0.82
H -20.81501 18.71348 0.88983 -0.125 -0.187 -0.100 -0.42
H -19.63723 19.44010 -0.24354 -0.071 -0.173 -1.101 0.49
H -17.73521 18.32807 0.84261 -0.319 0.316 -0.501 0.12
H -18.94070 17.15302 1.18186 -0.217 -0.216 -0.078 -0.81
H -17.52051 18.72933 3.07730 -1.308 -0.160 -0.213 0.24
H -19.10728 17.80566 3.33182 0.486 -0.135 0.495 -0.11
H -18.69820 20.86964 1.35174 0.226 0.010 0.114 0.26
H -20.35816 21.10585 1.70966 -1.286 0.553 0.252 0.48
C -25.33466 10.70936 -0.48079 0.401 -0.208 0.546 1.56
C -26.82964 10.90533 -0.31558 0.032 -1.274 1.452 -0.59
C -27.13614 9.67055 0.63727 -1.311 -0.235 -0.401 -0.30
O -26.13221 8.64607 0.48468 0.910 1.450 -0.591 -0.44
C -25.14972 9.19080 -0.43491 0.325 0.188 0.505 -0.29
H -24.81457 11.15187 0.42360 -0.488 -0.426 -1.137 -0.83
H -24.93241 11.18683 -1.37082 0.203 -0.143 -0.015 -0.26
H -27.45899 10.84803 -1.22490 0.542 0.191 0.412 0.46
H -26.93677 11.81836 0.26566 -0.637 0.153 -0.282 0.13
H -28.07964 9.16455 0.29593 0.457 0.655 0.674 0.34
H -27.18683 9.95223 1.71727 -0.039 -0.070 -0.830 -0.07
H -25.20559 8.63997 -1.34413 -0.788 -0.063 -1.363 0.58
H -24.12632 8.97017 -0.17735 0.362 -0.183 1.178 -0.51
C -23.12086 10.64775 8.35421 -1.021 0.019 -1.788 -0.74
C -22.77067 9.66495 7.17003 -2.029 -0.375 0.211 -0.46
C -22.73618 10.52658 5.88943 -0.227 0.562 0.127 1.51
O -22.70584 11.89082 6.33692 -0.359 -0.383 -0.181 -0.22
C -22.53025 11.89547 7.71996 0.715 1.902 1.631 -0.41
H -22.73634 10.39143 9.36008 -0.048 0.058 -0.773 0.39
H -24.21251 10.81310 8.39648 0.344 -0.305 0.221 0.25
H -23.56231 8.90328 6.94632 0.866 0.249 0.796 0.23
H -21.84310 9.23701 7.49630 0.631 -0.555 -0.669 0.42
H -23.58744 10.42678 5.16826 0.329 -0.093 1.080 -0.98
H -21.86375 10.35823 5.28700 0.773 -0.285 -0.251 -0.38
H -22.99870 12.84098 8.11085 0.477 -0.759 -0.305 0.23
H -21.44525 11.94420 7.94686 -0.221 0.050 0.024 0.18
C -15.59615 15.15830 0.08454 0.293 -1.213 -0.667 -0.63
C -16.36994 15.00140 1.40686 0.964 0.222 0.184 0.37
C -17.01158 13.61868 1.31180 0.042 -0.491 0.594 0.84
O -17.01149 13.19764 -0.07088 -0.254 0.441 0.219 -0.51
C -16.28376 14.09305 -0.93073 -0.700 2.260 1.287 -0.31
H -14.46694 15.01172 0.17522 -1.567 0.031 -0.028 0.25
H -15.80075 16.16078 -0.22097 0.257 0.652 -0.750 0.31
H -17.14444 15.77515 1.52039 0.104 -0.326 -0.441 -0.67
H -15.68889 15.21979 2.26087 -0.469 -0.799 -0.356 0.40
H -18.02254 13.74299 1.77022 0.268 -0.517 -0.879 -0.78
H -16.51892 12.77995 1.85502 -0.025 0.835 -0.065 0.28
H -17.03101 14.67179 -1.60192 1.248 -1.068 0.885 0.07
H -15.54111 13.52555 -1.49277 -0.189 0.066 -0.078 0.36
C -24.80994 13.24566 4.41576 0.663 -0.008 0.514 2.36
C -26.28150 13.33406 4.65324 -1.407 -0.130 0.057 -0.78
C -26.69867 12.14737 3.78839 0.246 0.517 -0.660 -0.61
O -25.95756 12.35835 2.56700 0.366 -0.661 0.712 -0.07
C -24.61105 12.66393 3.01448 -0.919 0.339 0.720 1.70
H -24.35158 12.71440 5.24038 0.045 -0.756 -0.241 -0.42
H -24.32530 14.16651 4.51088 0.591 1.664 -0.235 -1.57
H -26.78940 14.26669 4.30799 0.538 -0.604 -0.001 0.17
H -26.54262 13.22753 5.71563 0.057 -0.125 -0.250 0.45
H -27.72842 12.05692 3.54697 -1.078 0.335 -0.425 0.66
H -26.45080 11.18826 4.21973 0.567 -0.404 0.456 -0.08
H -24.20960 13.38655 2.34119 0.197 0.499 -0.550 -1.19
H -23.91996 11.83209 3.05060 -0.146 -0.756 -0.256 -0.45
C -18.80388 13.69197 6.37612 0.612 -1.401 0.290 -0.40
C -19.18688 12.82377 5.14757 -1.699 0.497 1.928 1.27
C -17.89802 12.48576 4.51537 1.191 0.215 -0.249 0.93
O -16.87099 13.49648 4.95417 -1.437 -0.959 -0.288 -0.49
C -17.51632 14.36997 5.86272 -0.683 0.162 1.359 -0.44
H -18.68008 13.05700 7.30513 0.077 0.795 -0.945 0.30
H -19.59547 14.40597 6.51332 -0.214 0.374 0.526 0.07
H -19.90657 13.44993 4.61429 0.410 -0.231 -0.758 -0.69
H -19.76011 11.92796 5.45539 0.330 0.355 -0.198 -0.45
H -18.02384 12.54971 3.42716 0.606 -0.398 0.320 -0.72
H -17.60218 11.47760 4.88767 0.282 0.704 -0.620 0.24
H -17.86503 15.30307 5.43826 0.200 0.337 -0.887 0.12
H -16.86249 14.69422 6.69161 0.134 -0.549 -0.383 0.37
C -26.37017 6.98435 3.48484 1.290 -1.442 2.232 -0.62
C -24.85642 7.18047 3.13785 -0.602 -0.893 -0.384 -0.20
C -24.50846 8.36024 3.98059 0.464 1.185 0.167 0.52
O -25.28216 8.21105 5.20001 1.476 0.519 -0.663 -0.43
C -26.56623 7.82059 4.78745 0.841 -0.617 -1.034 -0.55
H -26.68424 5.93802 3.64706 0.386 0.326 -0.141 0.31
H -26.92814 7.35709 2.70169 -1.319 0.888 -1.618 0.14
H -24.81550 7.39964 2.05368 0.394 -0.225 0.608 0.00
H -24.17270 6.35204 3.43635 -0.812 0.261 -0.417 0.40
H -24.73751 9.31417 3.42928 -0.213 -0.513 0.616 -0.49
H -23.42702 8.40044 4.19834 -0.520 -0.059 0.340 0.31
H -27.12935 8.68044 4.55090 -0.899 1.292 -0.306 0.21
H -27.01948 7.35413 5.62992 -0.457 -0.765 0.470 0.40
C -23.81941 16.20192 6.06907 1.801 0.143 -0.732 -0.10
C -22.49589 15.92607 5.30920 -0.154 2.210 -1.433 0.21
C -21.94249 17.37879 5.24166 -0.060 -0.744 0.223 0.62
O -22.14500 17.82097 6.58774 -0.403 0.285 0.704 -0.54
C -23.24753 17.12386 7.20148 -1.184 -0.329 -0.732 -0.63
H -24.22383 15.25234 6.32983 -0.568 -0.520 0.914 0.28
H -24.48163 16.66208 5.32385 -0.096 0.339 0.689 0.15
H -22.52120 15.46461 4.31000 -0.387 0.042 0.455 -0.51
H -21.77016 15.46256 5.90058 0.885 -1.424 1.098 0.46
H -22.55551 17.97777 4.51576 0.761 -0.180 0.481 -0.33
H -20.82923 17.44089 5.09128 -1.174 0.078 -0.321 -0.10
H -23.99597 17.82450 7.59727 0.143 0.238 -0.503 0.38
H -22.97608 16.56008 8.11296 0.585 -0.077 -0.601 0.22
C -23.68823 17.44016 1.55416 0.305 1.197 -3.755 -0.45
S -24.67729 16.54344 2.60676 -1.261 -1.441 2.431 1.07
O -25.48550 17.50374 3.50829 0.745 -0.724 -1.626 -0.78
C -25.79173 15.69773 1.41979 2.236 0.842 0.365 -1.34
H -23.08027 16.82013 0.84649 -0.736 -0.231 0.816 -0.25
H -22.95245 18.03410 2.05569 0.046 0.583 0.692 -0.10
H -24.34844 18.05410 0.86939 0.758 -0.153 0.858 0.47
H -26.22987 16.44815 0.83268 -1.080 1.026 -0.726 0.73
H -26.43828 15.16403 2.05202 -1.032 -0.815 0.472 0.31
H -25.16529 15.08442 0.77341 0.068 -0.267 0.237 0.01
C -20.07911 14.10885 -1.23364 1.782 1.085 0.622 -0.05
S -20.43798 15.84391 -0.87359 0.946 0.114 0.249 0.89
O -19.11588 16.43056 -1.34099 -0.793 0.230 0.086 -0.68
C -21.68323 16.11272 -2.15674 -0.262 -1.690 1.427 -1.08
H -19.61743 14.24796 -2.20277 -0.038 -0.420 -0.463 0.86
H -20.88031 13.43667 -1.19350 -1.225 -0.879 -0.008 -0.34
H -19.24578 13.80694 -0.54795 -0.824 0.269 -0.445 -0.86
H -21.31476 15.52576 -2.96547 -0.167 -0.449 -0.951 0.36
H -21.73893 17.11652 -2.42975 0.136 1.797 -0.236 0.57
H -22.66380 15.78286 -1.75367 0.606 -0.057 -0.381 0.02
C -21.23923 9.42711 1.56176 -0.278 -0.590 0.079 -0.16
S -19.94613 9.57338 2.76392 0.079 0.411 0.065 1.02
O -19.59620 8.19360 3.14756 0.135 -1.074 0.660 -0.84
C -18.64095 10.01366 1.62579 0.181 -1.845 -0.218 -1.01
H -21.61907 10.41366 1.31488 -0.381 0.128 -0.247 -0.07
H -21.98299 8.71146 1.95924 0.144 0.683 0.061 0.06
H -20.79141 8.93263 0.71130 0.026 0.006 -0.403 0.00
H -17.72240 9.93618 2.21513 -0.085 0.660 -0.138 0.40
H -18.88112 10.94433 1.16567 0.319 0.849 -0.399 0.04
H -18.57221 9.16442 0.88601 -0.257 0.934 0.546 0.43
C -21.05072 10.89906 -2.47339 1.491 1.071 -0.959 -0.42
S -21.58936 9.50516 -3.40700 -1.912 -0.658 0.763 0.50
O -20.47937 8.92693 -4.15159 1.731 -0.100 -1.244 -0.70
C -21.73865 8.34037 -2.04506 -1.706 -0.931 0.325 -0.47
H -21.86017 11.45104 -1.99050 0.091 -0.580 0.678 -0.16
H -20.65031 11.63015 -3.22128 -0.266 -0.652 0.283 0.36
H -20.16234 10.56327 -1.90821 -0.652 0.446 0.387 0.28
H -22.72248 8.48772 -1.52054 1.317 0.413 0.137 -0.10
H -20.82143 8.26695 -1.43710 -0.550 0.375 -0.111 0.18
H -21.93331 7.33470 -2.47054 0.495 0.582 -0.301 0.45
C -24.28511 20.89417 3.99619 -0.726 0.856 -3.340 -0.97
S -22.81484 21.31467 2.98539 0.350 -0.853 0.279 0.90
O -23.10504 22.40770 2.00965 -0.430 -0.077 0.270 -0.78
C -21.84518 22.09700 4.26631 -0.149 2.074 -0.315 -1.04
H -24.26916 21.28462 4.95934 0.054 0.618 1.630 0.41
H -24.50221 19.84333 3.92668 0.086 -0.546 0.149 0.18
H -25.03190 21.42043 3.34186 0.183 -0.434 0.916 0.36
H -20.85746 21.74501 4.24970 1.532 -0.589 -0.494 0.26
H -22.12763 21.97660 5.29032 -0.829 -0.142 0.509 0.42
H -21.83346 23.19043 3.97619 -0.120 -1.144 0.405 0.32
```
Positions in Å, forces in eV/Å.

## Properties
* LUMO: 0.0814 hartree
* total charge: -1
* molecular weight: 1098.69 g mol⁻¹
* HOMO energy: -6.53 eV
* total energy: -138406.6580 eV
* relative energy (zero: lowest compared OMol25 entry of this formula, charge and spin): 16.7 kcal per mole

---

Entry 3:
Here is an isolated ion of composition C2H5N4 and charge +1 at a distorted geometry from the OMol25 dataset. Energies are from the ωB97M-V functional and the def2-TZVPD basis.

XYZ file:
```
11
Properties=species:S:1:pos:R:3:forces:R:3:nbo_charge:R:1
C 2.20844 -0.72979 -0.56482 -4.575 0.952 1.443 0.42
N 1.11831 -0.41342 -0.25442 2.602 -1.154 -0.695 -0.22
C -0.10831 0.32223 -0.10672 -1.541 0.433 0.468 0.37
N 0.09092 1.59478 -0.58332 0.346 0.751 -0.393 -0.81
N -1.29604 0.05553 0.37338 2.634 -0.241 -0.964 -0.14
N -1.72763 -1.03063 0.93794 -0.148 -0.577 0.313 -0.54
H 3.18566 -1.09342 -0.76077 0.584 -0.147 -0.182 0.30
H 0.95457 1.86694 -1.01676 -0.128 0.010 0.047 0.40
H -0.51443 2.32489 -0.24352 0.092 -0.122 0.026 0.43
H -1.20745 -1.89625 1.02992 -0.043 0.248 -0.062 0.38
H -2.70404 -1.00085 1.18911 0.176 -0.152 0.000 0.41
```
Positions in Å, forces in eV/Å.

## Properties
* LUMO (alpha / beta): -0.1953 / -0.1953 hartree
* total charge: +1
* molecular weight: 85.09 g mol⁻¹
* HOMO energy (alpha / beta): -12.29 / -12.28 eV
* SMILES string: C#[N+]/C(N)=N\N
* total energy: -8104.9706 eV
* relative energy (zero: lowest compared OMol25 entry of this formula, charge and spin): 63.6 kcal per mole

---

- Which formula does entry 3 have?
  C2H5N4

---

- The lowest molecular weight belongs to which entry?
  C2H5N4

---

- Look up the molecular weight of the second one.
  1098.69 g mol⁻¹

---

- What is the relative energy (zero: lowest compared OMol25 entry of this formula, charge and spin) in the third record?
  63.6 kcal per mole